{"formula": "C23H31F6N4O2PdSSbSi", "method": "wB97M-V/def2-TZVPD", "s2": 0.7538, "fmax_ev_per_a": 0.08, "energy_ev": -79453.470, "spin_multiplicity": 2, "lumo_energy_ev": [1.882, 1.882], "homo_energy_ev": [-3.39, -4.99], "orbital_gap_ev": [5.274, 6.876], "e_above_lowest_kj_mol": 0.2, "charge": -1, "symbols": ["Sb", "Pd", "S", "Si", "F", "F", "F", "F", "F", "F", "O", "O", "N", "N", "N", "N", "C", "C", "C", "C", "C", "C", "C", "C", "C", "C", "C", "C", "C", "C", "C", "C", "C", "C", "C", "C", "C", "C", "C", "H", "H", "H", "H", "H", "H", "H", "H", "H", "H", "H", "H", "H", "H", "H", "H", "H", "H", "H", "H", "H", "H", "H", "H", "H", "H", "H", "H", "H", "H", "H"], "positions_angstrom": [[-1.716, -2.797, -3.278], [0.394, 1.174, 0.657], [0.893, 2.855, -1.561], [-1.581, 2.139, 2.955], [-3.492, -2.875, -3.893], [-1.884, -4.435, -2.342], [0.097, -2.691, -2.667], [-1.108, -3.716, -4.806], [-1.428, -1.116, -4.137], [-2.273, -1.823, -1.755], [6.528, -2.408, 0.883], [1.149, -5.340, -1.460], [-1.088, 1.350, -2.631], [0.392, -1.142, 1.061], [2.488, 0.444, 0.417], [0.999, 0.476, -2.711], [6.508, -1.023, 0.590], [-2.188, 3.534, -2.318], [5.089, -0.529, 0.529], [3.532, 1.266, 0.300], [-0.726, -1.856, 1.088], [-3.328, 4.236, -1.955], [4.839, 0.828, 0.350], [0.376, -3.803, 0.249], [1.551, -3.059, 0.240], [0.212, 1.508, -2.322], [-3.219, 2.859, 3.590], [-2.197, 2.146, -2.261], [-4.488, 2.183, -1.533], [-1.281, 0.578, 3.979], [4.009, -1.384, 0.639], [1.517, -1.736, 0.647], [0.375, -5.214, -0.283], [-3.353, 1.471, -1.880], [-4.479, 3.570, -1.559], [2.719, -0.864, 0.572], [-0.254, 3.395, 3.436], [-0.780, -3.186, 0.692], [-1.554, 1.786, 1.156], [-3.443, 3.802, 3.083], [5.650, 1.539, 0.252], [1.931, 0.487, -2.335], [3.285, 2.309, 0.143], [-0.352, 4.301, 2.832], [-1.256, 0.802, 5.050], [4.169, -2.441, 0.790], [-1.729, -3.706, 0.672], [7.047, -0.454, 1.356], [-0.322, 3.680, 4.490], [-1.294, 4.053, -2.625], [-2.277, 1.001, 0.895], [-3.197, 3.051, 4.667], [6.989, -0.820, -0.374], [-5.361, 4.128, -1.271], [-3.339, 0.389, -1.832], [2.457, -3.502, -0.152], [-2.076, -0.157, 3.815], [-0.656, -5.537, -0.449], [-1.614, -1.324, 1.407], [-5.377, 1.649, -1.222], [0.741, 2.983, 3.249], [0.594, -0.427, -2.920], [0.778, -4.730, -2.112], [-1.342, 0.450, -3.024], [-1.824, 2.675, 0.575], [-4.046, 2.174, 3.385], [0.829, -5.884, 0.452], [7.432, -2.725, 0.811], [-3.313, 5.319, -1.986], [-0.333, 0.112, 3.700]], "mulliken_spin": [0.000, 0.764, 0.027, -0.034, 0.000, 0.000, 0.001, 0.000, 0.000, 0.001, 0.000, 0.000, 0.006, 0.026, 0.037, 0.000, 0.000, 0.003, -0.003, -0.005, -0.002, 0.000, 0.002, -0.006, 0.001, 0.005, 0.013, -0.005, 0.002, 0.016, -0.003, 0.016, 0.000, 0.000, 0.003, -0.008, 0.024, 0.007, 0.163, 0.000, 0.000, 0.001, -0.001, 0.000, 0.001, 0.001, 0.001, 0.000, 0.001, 0.001, -0.018, 0.001, 0.000, 0.000, -0.004, 0.001, 0.000, 0.000, -0.001, -0.001, 0.000, 0.001, 0.000, 0.002, -0.030, -0.001, 0.000, 0.000, 0.000, -0.005]}

{"formula": "C23H31N3O3", "method": "wB97M-V/def2-TZVPD", "smiles": "CC1(C)CC(=O)C(/C=N/CCN2CCN(C(=O)Cc3ccccc3)CC2)=C(O)C1", "fmax_ev_per_a": 0.63, "energy_ev": -34967.693, "lumo_energy_ev": 0.622, "homo_energy_ev": -8.13, "orbital_gap_ev": 8.753, "e_above_lowest_kj_mol": 217.9, "charge": 0, "symbols": ["O", "O", "O", "N", "N", "N", "C", "C", "C", "C", "C", "C", "C", "C", "C", "C", "C", "C", "C", "C", "C", "C", "C", "C", "C", "C", "C", "C", "C", "H", "H", "H", "H", "H", "H", "H", "H", "H", "H", "H", "H", "H", "H", "H", "H", "H", "H", "H", "H", "H", "H", "H", "H", "H", "H", "H", "H", "H", "H", "H"], "positions_angstrom": [[3.162, -2.762, -0.066], [-5.412, 1.803, -1.767], [-2.882, -0.169, 1.674], [-2.041, 1.925, 0.524], [2.827, -0.543, -0.030], [0.671, 1.165, 0.765], [3.102, 0.814, 0.377], [1.992, 1.286, 1.337], [-4.921, -2.051, -1.272], [-4.948, -1.182, 1.085], [5.861, -0.655, 0.234], [-3.935, -0.100, 0.892], [-5.275, 0.959, -0.904], [-5.787, -1.430, -0.174], [1.528, -0.677, -0.662], [-6.344, -0.083, -0.640], [7.596, 1.013, 0.137], [-1.011, 2.898, 0.351], [0.437, -0.189, 0.303], [-3.086, 1.914, -0.203], [7.742, 0.794, -1.222], [4.854, -1.456, 1.013], [6.660, 0.294, 0.859], [6.018, -0.873, -1.130], [3.540, -1.652, 0.264], [-4.098, 0.898, -0.039], [-6.938, -2.381, 0.160], [6.951, -0.152, -1.853], [0.272, 2.210, -0.158], [-7.544, -2.567, -0.723], [4.663, -0.999, 1.987], [7.063, -0.330, -2.913], [-2.279, 0.621, 1.449], [1.051, 2.972, -0.249], [8.471, 1.356, -1.786], [-4.429, -2.089, 1.402], [-6.940, -0.198, -1.547], [2.166, 2.322, 1.632], [2.018, 0.662, 2.237], [5.406, -1.615, -1.620], [-3.281, 2.663, -0.977], [-7.579, -1.959, 0.931], [3.106, 1.449, -0.519], [8.213, 1.745, 0.637], [-0.540, -0.238, -0.177], [1.383, -1.728, -0.913], [-6.552, -3.333, 0.517], [0.423, -0.843, 1.180], [6.554, 0.468, 1.922], [4.076, 0.895, 0.851], [-5.605, -0.882, 1.908], [-5.513, -2.218, -2.169], [5.251, -2.460, 1.187], [-0.804, 3.334, 1.333], [-7.000, 0.329, 0.134], [-1.299, 3.696, -0.352], [-4.091, -1.397, -1.530], [1.520, -0.080, -1.582], [0.074, 1.809, -1.159], [-4.518, -3.006, -0.945]], "mulliken_charge": [-0.689, -0.674, -0.679, -0.211, 0.171, 0.386, -0.101, -1.339, -1.792, -1.074, 0.435, 0.641, 0.226, 1.767, -0.996, -1.071, -0.633, -1.266, -0.662, -0.106, -0.438, -0.929, -0.183, -0.356, 0.885, 0.225, -2.112, -0.611, -0.615, 0.430, 0.315, 0.387, 0.454, 0.497, 0.384, 0.449, 0.425, 0.426, 0.381, 0.421, 0.439, 0.426, 0.103, 0.376, 0.235, 0.497, 0.435, 0.373, 0.376, 0.326, 0.364, 0.436, 0.320, 0.358, 0.395, 0.448, 0.370, 0.219, 0.304, 0.430]}

{"formula": "C23H31N3O5S3", "method": "wB97M-V/def2-TZVPD", "smiles": "CCOC(=O)c1c(NC(=O)[C@@H](C)N2CCN(S(=O)(=O)c3cccs3)CC2)sc2c1CC[C@H](C)C2", "fmax_ev_per_a": 1.08, "energy_ev": -71568.240, "lumo_energy_ev": 0.592, "homo_energy_ev": -7.81, "orbital_gap_ev": 8.402, "e_above_lowest_kj_mol": 57.4, "charge": 0, "symbols": ["S", "S", "S", "O", "O", "O", "O", "O", "N", "N", "N", "C", "C", "C", "C", "C", "C", "C", "C", "C", "C", "C", "C", "C", "C", "C", "C", "C", "C", "C", "C", "C", "C", "C", "H", "H", "H", "H", "H", "H", "H", "H", "H", "H", "H", "H", "H", "H", "H", "H", "H", "H", "H", "H", "H", "H", "H", "H", "H", "H", "H", "H", "H", "H", "H"], "positions_angstrom": [[-1.674, 1.801, -2.337], [-0.865, 1.177, 1.964], [1.044, 0.723, -2.154], [1.660, 1.928, 2.066], [0.485, -0.596, -2.094], [1.449, 1.208, -3.443], [1.063, -2.472, 0.127], [-0.920, -2.859, -0.844], [1.393, -0.232, 1.511], [4.366, 0.846, 0.612], [2.327, 0.798, -1.073], [-1.350, 3.516, -0.457], [3.138, 1.990, -1.238], [-0.212, -5.194, -0.739], [2.158, 0.843, 1.818], [0.040, -0.126, 1.308], [4.041, -0.711, 2.519], [3.155, -0.397, -1.202], [-3.636, 1.217, 1.415], [-3.192, -1.257, -0.245], [-2.270, 3.088, -1.360], [-0.105, -2.159, -0.068], [-6.089, 1.048, 0.897], [4.442, -0.211, -0.368], [3.673, 0.623, 1.878], [-2.321, 0.539, 1.245], [-0.343, -3.933, -1.583], [4.082, 2.122, -0.023], [-2.097, -0.586, 0.520], [-4.405, -0.337, -0.374], [-0.132, 2.804, -0.546], [-4.770, 0.286, 0.974], [-0.729, -1.006, 0.572], [-0.164, 1.852, -1.516], [0.170, -6.005, -1.353], [3.645, -0.742, 3.531], [3.707, 1.924, -2.176], [-6.319, 1.514, 1.853], [0.477, -5.019, 0.084], [-6.904, 0.377, 0.638], [-4.179, 0.461, -1.084], [-3.473, -2.183, 0.266], [5.124, -0.799, 2.567], [-1.519, 4.302, 0.257], [2.558, -1.245, -0.868], [-6.033, 1.828, 0.140], [-1.181, -5.478, -0.336], [4.043, 1.424, 2.536], [3.645, -1.563, 1.973], [0.635, -3.614, -1.956], [3.646, 2.791, 0.718], [5.032, 2.554, -0.361], [5.264, 0.066, -1.037], [-3.264, 3.457, -1.516], [-1.024, -4.091, -2.422], [-3.769, 1.515, 2.458], [-5.252, -0.905, -0.763], [3.411, -0.560, -2.259], [-3.657, 2.131, 0.812], [1.775, -1.106, 1.143], [2.472, 2.849, -1.316], [-2.821, -1.531, -1.233], [4.713, -1.147, 0.116], [-4.868, -0.517, 1.712], [0.699, 2.972, 0.113]], "mulliken_charge": [-0.157, -0.336, 0.782, -0.677, -0.515, -0.703, -0.871, -0.203, 0.178, 0.089, 0.476, -1.055, -0.811, -1.155, 0.483, -0.720, -1.833, -0.488, -0.879, -0.149, -0.359, 1.521, -1.759, -1.005, 0.197, 0.818, -0.288, -1.027, 0.580, -0.983, 0.092, 0.614, -1.354, 0.204, 0.405, 0.472, 0.362, 0.420, 0.279, 0.439, 0.106, 0.330, 0.388, 0.440, -0.148, 0.304, 0.305, 0.371, 0.338, 0.235, 0.391, 0.425, 0.243, 0.512, 0.396, 0.457, 0.451, 0.882, 0.116, 0.360, 0.580, 0.218, 0.466, 0.300, 0.451]}

{"formula": "C23H31N3O6", "method": "wB97M-V/def2-TZVPD", "smiles": "O=C(COC(=O)c1cccc(C(=O)OCC(=O)NC2CCCCC2)n1)NC1CCCCC1", "fmax_ev_per_a": 0.84, "energy_ev": -41111.968, "lumo_energy_ev": -0.314, "homo_energy_ev": -9.46, "orbital_gap_ev": 9.145, "e_above_lowest_kj_mol": 0.0, "charge": 0, "symbols": ["O", "O", "O", "O", "O", "O", "N", "N", "N", "C", "C", "C", "C", "C", "C", "C", "C", "C", "C", "C", "C", "C", "C", "C", "C", "C", "C", "C", "C", "C", "C", "C", "H", "H", "H", "H", "H", "H", "H", "H", "H", "H", "H", "H", "H", "H", "H", "H", "H", "H", "H", "H", "H", "H", "H", "H", "H", "H", "H", "H", "H", "H", "H"], "positions_angstrom": [[1.146, -2.587, 0.352], [1.243, 3.745, -4.365], [1.542, 0.470, -4.678], [-0.829, -3.648, 0.226], [1.196, -1.139, 3.377], [3.033, -0.160, -3.119], [-0.757, -1.932, 2.552], [0.982, -1.759, -2.119], [2.271, 2.558, -2.733], [1.820, 3.361, -1.611], [1.875, 2.781, -3.991], [-3.632, -0.911, 4.794], [-3.207, 0.905, 3.121], [-2.283, -0.026, 2.343], [-1.635, -1.042, 3.286], [0.078, -3.025, -0.286], [-2.709, -1.846, 4.018], [1.015, -1.410, -3.394], [2.791, 1.849, 0.177], [-4.278, 0.104, 3.856], [0.415, 2.929, -1.169], [1.296, -2.899, 1.733], [1.992, -0.323, -3.707], [-0.770, -3.302, -2.621], [2.290, 1.653, -4.965], [1.382, 1.486, 0.634], [0.109, -2.677, -1.737], [-0.721, -2.943, -3.958], [2.814, 3.240, -0.457], [0.182, -1.972, -4.361], [0.579, -1.882, 2.647], [0.423, 1.533, -0.551], [0.906, -3.904, 1.932], [-2.234, -2.557, 4.698], [-3.291, -2.413, 3.287], [-3.674, 1.616, 2.438], [-1.501, 0.549, 1.843], [1.052, 2.194, 1.399], [1.385, 0.491, 1.079], [-2.618, 1.472, 3.845], [-0.251, 2.962, -2.034], [2.550, 3.982, 0.299], [-3.053, -0.385, 5.556], [-4.920, 0.779, 4.425], [-4.403, -1.494, 5.302], [2.795, 1.722, -2.510], [2.367, -2.851, 1.933], [0.733, 0.791, -1.292], [0.249, -1.650, -5.387], [-1.188, -2.594, 1.919], [3.818, 3.473, -0.817], [-1.002, -0.517, 4.009], [3.138, 1.096, -0.534], [-0.589, 1.274, -0.233], [3.472, 1.830, 1.030], [0.048, 3.648, -0.434], [2.023, 1.940, -5.982], [-1.382, -3.407, -4.675], [-1.462, -4.041, -2.249], [3.362, 1.448, -4.882], [1.773, 4.397, -1.967], [-2.854, -0.560, 1.579], [-4.903, -0.419, 3.129]], "mulliken_charge": [-0.289, -0.661, -0.361, -0.723, -0.665, -0.644, -0.021, -0.093, 0.079, -0.289, 0.735, -0.711, -0.823, -0.231, -0.280, 0.599, -0.760, 0.451, -0.800, -0.679, -1.249, -0.826, 0.442, -0.620, -0.692, -0.105, 0.267, -0.481, -1.210, -0.540, 0.755, 0.607, 0.447, 0.342, 0.330, 0.345, -0.159, 0.476, -0.279, 0.382, 0.461, 0.456, 0.331, 0.344, 0.362, 0.320, 0.319, -0.523, 0.496, 0.365, 0.389, 0.413, 0.296, 0.359, 0.421, 0.444, 0.322, 0.447, 0.490, 0.362, 0.370, 0.365, 0.326]}